(1)
ORCA calculation (wB97M-V/def2-TZVPD) on 2 unconnected molecules or ions with the total composition C3H3N2P.

Its lowest unoccupied orbital energy (alpha / beta) is -1.55 / -2.84 eV. As for the orbital gap (alpha / beta): 8.756 / 6.412 eV.

Last column: natural (NBO) charge in e.
Geometry (Å):
C: 0.062 -2.038 -0.581  0.2109
C: 0.954 -1.316 1.566  0.2019
C: 1.076 -1.535 0.217  -0.2692
N: -0.816 -2.415 -1.224  -0.2129
N: 0.819 -1.114 2.691  -0.2147
P: -0.613 1.320 -0.863  0.1336
H: 2.075 -1.152 -0.151  0.2748
H: -0.251 2.012 0.179  -0.0761
H: -1.851 1.908 -0.762  -0.0483

(2)
ORCA calculation (wB97M-V/def2-TZVPD) on C3H3N3 in the gas phase.

Its lowest unoccupied orbital energy is -1.64 eV. As for the orbital gap: 8.267 eV. Its structure (SMILES) is [H]/N=C1\C=NC=N1.

Last column: natural (NBO) charge in e.
Geometry (Å):
H: -2.795 0.460 -0.198  0.3892
N: -1.994 -0.358 -0.221  -0.5401
C: -0.791 -0.213 0.108  0.3171
C: 0.149 0.989 0.193  0.0713
N: 1.416 0.560 -0.226  -0.4468
C: 1.364 -0.775 -0.104  0.2280
N: 0.216 -1.352 0.250  -0.4492
H: 0.092 2.051 0.468  0.2243
H: 2.342 -1.362 -0.269  0.2061

Computed energy above the lowest of the compared OMol25 structures with the same formula, charge and spin (kJ/mol) in order:
316.9; 290.0